1.
The following is a quantum chemistry calculation of a structure of composition C28H37N4O3S2SbSc, from OMol25.

Geometry (Å):
Sb 0.514 2.344 -0.515
Sc -0.527 -0.237 0.690
S -2.501 1.378 1.485
S 0.483 -1.036 5.519
O -0.023 -1.880 -3.695
O 1.083 -0.966 -0.229
O -0.850 -1.665 -0.878
N -2.387 -1.214 1.436
N -4.542 -0.261 1.784
N -1.168 0.556 4.192
N 0.366 -0.717 2.915
C 3.294 -3.007 2.652
C 1.641 -1.894 4.536
C -0.185 -0.334 4.052
C 2.277 -2.168 2.238
C 0.398 -1.766 -0.948
C -0.978 4.508 1.087
C 1.543 -3.685 -3.975
C 0.301 4.411 0.273
C -5.096 -1.461 1.830
C -1.107 2.461 -2.034
C -2.956 -2.426 1.446
C 2.510 2.421 -1.529
C -1.750 1.084 -2.102
C 2.718 -4.512 -2.053
C 2.463 -4.549 -3.413
C 1.100 -2.748 -1.804
C 3.012 0.992 -1.671
C 2.040 -3.614 -1.254
C 1.423 -1.599 3.179
C -3.245 -0.164 1.579
C 0.350 5.479 -0.803
C -4.306 -2.607 1.646
C 3.498 -3.280 3.999
C -0.694 2.936 -3.414
C -6.552 -1.529 2.109
C 2.619 3.150 -2.854
C 0.848 -2.780 -3.180
C 2.676 -2.713 4.954
H 2.998 0.467 -0.717
H 0.310 6.460 -0.332
H 1.273 5.423 -1.373
H -4.740 -3.591 1.650
H 3.456 -5.173 -1.630
H -1.010 5.464 1.606
H -1.533 0.746 5.111
H 2.188 4.145 -2.816
H 3.950 -3.438 1.911
H 2.147 2.588 -3.653
H -2.619 1.108 -2.759
H -1.575 2.986 -4.053
H 3.675 3.248 -3.104
H 3.003 -5.237 -4.043
H 4.033 0.992 -2.047
H -6.699 -1.907 3.121
H -1.858 4.445 0.449
H -6.992 -0.539 2.038
H -1.045 3.714 1.834
H -1.618 0.999 3.383
H 2.172 -1.908 1.197
H -2.101 0.753 -1.104
H -1.822 3.167 -1.600
H 1.161 4.531 0.936
H -0.245 3.925 -3.382
H -0.152 -2.047 -4.638
H 2.392 0.432 -2.371
H 4.311 -3.920 4.299
H -2.291 -3.264 1.285
H -1.051 0.344 -2.503
H 3.111 2.948 -0.782
H 2.836 -2.896 6.004
H -0.495 5.394 -1.482
H 1.366 -3.707 -5.040
H 2.222 -3.592 -0.191
H -7.052 -2.205 1.418
H 0.006 2.236 -3.867

Values from the calculation:
frontier orbital gap: 8.233 eV
electronic energy: -90647.6839 eV
charge: +1

2.
The following is a quantum chemistry calculation of the ion C28H37N4OS with charge +1, from OMol25.

Geometry (Å):
S 0.538 -0.262 1.716
O 0.327 -4.752 -4.185
N -5.818 -3.563 6.302
N -3.014 0.640 1.969
N -0.938 -3.705 -1.078
N -1.579 -4.890 -2.903
C -3.381 -3.722 -1.708
C -2.733 -2.345 4.645
C -5.950 -4.837 6.971
C 3.311 -1.712 -5.421
C 2.634 -1.966 -3.126
C 0.959 -1.751 -4.904
C -1.888 -3.205 1.062
C -2.068 -4.525 -1.578
C 3.641 -1.862 -4.076
C -2.052 -0.034 2.178
C 1.298 -1.865 -3.554
C -1.022 -1.073 2.357
C -4.838 -3.350 5.341
C 0.093 -3.498 -2.076
C 0.578 1.367 2.620
C -4.992 -3.861 4.027
C 1.981 -1.640 -5.834
C -1.650 -2.787 2.414
C -2.302 -5.746 -3.805
C 0.186 -2.018 -2.551
C -2.856 -2.890 3.355
C -4.069 -3.547 3.044
C -2.294 -5.785 -0.729
C -3.692 -2.581 5.614
C -7.049 -2.805 6.290
C 1.873 -1.045 2.656
C -0.328 -4.458 -3.193
C -0.924 -3.056 0.134
H -5.040 -5.429 6.873
H -0.835 -1.111 3.469
H 1.052 -3.847 -1.659
H -3.223 -6.298 -1.016
H 1.787 -0.779 3.720
H -3.295 -5.333 -3.989
H -0.631 -3.152 2.853
H -4.214 -4.396 -1.970
H -5.871 -4.481 3.813
H 1.538 1.912 2.472
H 2.798 -0.663 2.197
H -6.782 -5.442 6.574
H -7.884 -3.410 5.888
H -1.901 -1.687 4.920
H 1.734 -1.565 -6.886
H -0.827 -1.730 -2.928
H 4.096 -1.670 -6.164
H -2.826 -3.702 0.825
H -2.345 -5.580 0.346
H -3.258 -2.939 -2.472
H -3.598 -2.156 6.625
H 2.893 -2.068 -2.068
H -3.669 -3.191 -0.790
H -7.294 -2.487 7.319
H -1.459 -6.473 -0.906
H 4.680 -1.934 -3.774
H 0.390 -1.428 -1.635
H -6.134 -4.697 8.048
H 1.772 -2.120 2.493
H -1.768 -5.806 -4.748
H -2.416 -6.731 -3.345
H -0.085 -2.403 0.350
H -0.098 -1.717 -5.197
H -0.207 2.044 2.258
H -6.941 -1.909 5.673
H -4.325 -3.833 2.009
H 0.436 1.181 3.699

Values from the calculation:
frontier orbital gap: 7.039 eV
energy relative to the best compared isomer or geometry (same formula, charge and spin): 28.5 kcal per mole
electronic energy: -48469.6686 eV
charge: +1